1.
Formula: C5H16O3
Source: OMol25
Level of theory: the ωB97M-V functional and the def2-TZVPD basis

Its structure (SMILES) is C/C=C/CC.O.O.O. For the relative energy (zero: lowest compared OMol25 entry of this formula, charge and spin), the calculation gives 97.0 kJ/mol. For the LUMO energy, the calculation gives 0.401 eV. The spin multiplicity is 1. The HOMO-LUMO gap comes out at 9.683 eV.

Each line ends with the natural charge from an NBO analysis.
Element x y z (Å)
O -0.47 3.40 -0.04  -0.98
O 1.90 1.77 0.96  -0.96
O -2.45 1.80 -0.47  -0.97
C 0.04 -1.76 -0.43  -0.19
C -0.53 -2.09 0.95  -0.43
C 1.26 -0.76 -2.30  -0.63
C 0.94 -0.88 -0.82  -0.22
C 0.05 -1.30 2.15  -0.61
H -0.46 -2.47 -1.09  0.19
H -0.14 -0.25 1.92  0.18
H 2.28 -1.12 -2.50  0.21
H -2.01 1.03 -0.07  0.49
H -1.21 2.95 0.39  0.49
H 1.14 -1.39 2.12  0.22
H 1.44 -0.07 -0.30  0.24
H 0.68 -1.50 -2.86  0.20
H -0.69 3.65 -0.93  0.48
H -0.32 -3.16 1.13  0.20
H -1.61 -2.12 0.86  0.20
H 1.30 1.76 1.71  0.47
H -3.23 1.59 -0.94  0.49
H 1.11 0.21 -2.74  0.21
H 1.46 2.19 0.21  0.49
H -0.48 -1.49 3.07  0.22

---

2.
Formula: C5H16O3
Source: OMol25
Level of theory: the ωB97M-V functional and the def2-TZVPD basis

Its structure (SMILES) is C=CCCC.O.O.O. For the relative energy (zero: lowest compared OMol25 entry of this formula, charge and spin), the calculation gives 113.6 kJ/mol. For the LUMO energy, the calculation gives 0.539 eV. The spin multiplicity is 1. The HOMO-LUMO gap comes out at 10.347 eV.

Each line ends with the natural charge from an NBO analysis.
Element x y z (Å)
O 0.31 3.02 0.18  -0.95
O -2.13 0.50 1.69  -0.95
O -0.78 2.50 -2.68  -0.98
C 0.93 0.04 0.39  -0.44
C -0.05 -1.81 -1.08  -0.14
C 1.54 -0.78 1.54  -0.62
C -0.88 -2.27 -0.16  -0.43
C 0.94 -0.69 -0.95  -0.44
H 1.44 0.99 0.50  0.24
H -0.10 0.31 0.62  0.21
H -1.55 1.98 -2.91  0.50
H 0.02 2.10 -2.34  0.49
H 2.58 -0.48 1.69  0.21
H 1.90 -1.23 -0.98  0.22
H -3.08 0.65 1.70  0.48
H -1.93 -0.39 1.99  0.48
H 0.93 0.02 -1.79  0.20
H -1.32 -3.25 -0.31  0.20
H -0.85 -1.98 0.88  0.18
H 1.48 -1.86 1.40  0.20
H 1.08 -0.58 2.51  0.21
H -0.18 2.93 -0.64  0.47
H -0.28 2.57 0.80  0.47
H -0.04 -2.28 -2.06  0.20

---

3.
Formula: C5H16O4Si2
Source: OMol25
Level of theory: the ωB97M-V functional and the def2-TZVPD basis

For the LUMO energy, the calculation gives 0.728 eV. The spin multiplicity is 1. The HOMO-LUMO gap comes out at 11.445 eV.

Each line ends with the natural charge from an NBO analysis.
Element x y z (Å)
Si -0.46 4.12 -0.55  1.44
Si 2.00 5.24 -1.43  1.21
O 0.80 -3.11 0.22  -0.65
O 1.11 4.55 -0.20  -1.23
O -1.36 -2.73 0.79  -0.49
O 0.18 -1.60 1.79  -0.50
C 1.57 -1.34 2.03  -0.26
C -0.04 -2.54 0.87  0.98
C -1.78 -3.75 -0.14  -0.07
C -1.61 -5.14 0.43  -0.64
C -0.48 2.29 -0.90  -1.12
H 0.40 2.06 -1.49  0.24
H 1.62 -0.47 2.67  0.20
H 2.03 -2.19 2.53  0.19
H -2.12 -5.22 1.39  0.21
H 1.84 6.70 -1.38  -0.20
H -0.56 -5.37 0.59  0.23
H -1.24 -3.63 -1.08  0.20
H 1.54 4.78 -2.76  -0.21
H 3.40 4.82 -1.27  -0.20
H -2.83 -3.54 -0.33  0.19
H -0.47 1.67 -0.01  0.25
H -2.02 -5.88 -0.25  0.22
H -0.92 4.87 -1.73  -0.22
H -1.37 2.06 -1.48  0.24
H -1.31 4.49 0.60  -0.21
H 2.09 -1.13 1.10  0.20

---

4.
Formula: C5H17BN2O2
Source: OMol25
Level of theory: the ωB97M-V functional and the def2-TZVPD basis

For the LUMO energy, the calculation gives -1.846 eV. The spin multiplicity is 1. The HOMO-LUMO gap comes out at 2.121 eV.

Each line ends with the natural charge from an NBO analysis.
Element x y z (Å)
O 0.59 2.45 1.56  -0.77
O -0.21 4.62 0.93  -0.93
N -0.30 1.36 -1.05  -0.63
N -0.99 -4.45 -1.03  -0.95
C -0.76 2.71 -0.63  -0.72
C 0.41 -1.79 0.61  -0.61
C 1.95 2.24 1.19  -0.25
C -0.77 0.32 -0.17  -0.23
C -0.15 -1.03 -0.59  -0.43
B -0.11 3.24 0.61  0.97
H -0.28 -1.82 1.45  0.21
H 2.03 2.03 0.13  0.18
H 1.35 -1.34 0.90  0.23
H 0.68 -0.79 -1.24  0.22
H 2.54 3.11 1.46  0.16
H -0.53 3.40 -1.45  0.18
H -0.32 -3.89 -1.58  0.46
H 2.32 1.39 1.76  0.15
H 0.68 -2.80 0.27  0.14
H -1.87 0.21 -0.18  0.15
H -0.90 -1.63 -1.13  0.13
H -1.25 -3.91 -0.20  0.46
H -1.82 -4.65 -1.60  0.43
H -0.56 4.66 1.84  0.47
H -0.75 1.17 -1.95  0.34
H -0.46 0.51 0.85  0.21
H -0.55 -5.33 -0.75  0.44

---

5.
Formula: C5H17ClOSi3
Source: OMol25
Level of theory: the ωB97M-V functional and the def2-TZVPD basis

For the relative energy (zero: lowest compared OMol25 entry of this formula, charge and spin), the calculation gives 0.0 kJ/mol. For the LUMO energy (spin up / spin down), the calculation gives -1.210 / -0.523 eV. The spin multiplicity is 1. The HOMO-LUMO gap (spin up / spin down) comes out at 6.157 / 7.543 eV.

Each line ends with the natural charge from an NBO analysis.
Element x y z (Å)
Cl -2.42 -0.90 5.05  -0.39
Si -0.41 0.27 -1.36  1.91
Si 1.17 -0.73 1.16  1.61
Si -2.13 -0.16 3.20  0.62
O 0.22 -0.47 -0.11  -1.30
C 2.04 0.89 1.76  -1.12
C 0.84 0.97 -2.55  -1.16
C -1.51 -1.02 -2.34  -1.13
C 2.31 -2.16 0.67  -1.15
C -1.40 1.71 -0.60  -1.13
H -0.87 -1.86 -2.79  0.23
H -2.46 1.38 3.06  -0.17
H -2.34 1.98 -1.10  0.24
H 2.82 -2.62 1.47  0.24
H 0.35 1.61 -3.35  0.25
H 3.10 0.73 1.80  0.24
H -1.66 1.31 0.43  0.23
H 1.72 1.48 -2.22  0.24
H 1.12 0.03 -3.11  0.23
H -2.41 -1.47 -1.92  0.25
H -3.31 -0.66 2.38  -0.18
H 3.07 -2.00 -0.09  0.25
H -2.03 -0.56 -3.25  0.24
H -0.79 2.61 -0.48  0.24
H 1.73 1.76 1.25  0.24
H 1.60 0.80 2.70  0.24
H 1.64 -2.91 0.33  0.24

---

6.
Formula: C5H17KN8O7
Source: OMol25
Level of theory: the ωB97M-V functional and the def2-TZVPD basis

For the LUMO energy, the calculation gives -0.467 eV. The spin multiplicity is 1. The HOMO-LUMO gap comes out at 5.477 eV.

Each line ends with the natural charge from an NBO analysis.
Element x y z (Å)
K 0.58 -0.99 -0.70  0.95
O 2.85 -2.22 -1.51  -0.74
O -1.31 -2.80 0.72  -0.72
O 0.10 0.11 1.87  -0.68
O 4.98 -2.51 -1.12  -0.81
O 4.03 -0.71 -0.40  -0.83
O 0.40 1.62 -0.75  -0.71
O 1.01 -0.91 -3.39  -0.67
N -1.03 -0.14 -3.80  -0.84
N -2.97 -3.62 1.66  -0.80
N 1.78 2.80 0.68  -0.82
N -1.75 1.29 1.96  -0.82
N -0.10 3.63 0.08  -0.84
N -0.51 1.15 3.69  -0.82
N 0.77 0.57 -4.91  -0.84
N -1.73 -2.18 2.79  -0.81
C 3.97 -1.79 -1.03  0.90
C -0.64 0.84 2.46  0.74
C 0.26 -0.23 -4.02  0.75
C 0.71 2.60 -0.07  0.77
C -1.97 -2.85 1.72  0.74
H 3.37 -2.93 -1.90  0.50
H 1.56 3.49 1.39  0.38
H -1.43 0.68 -4.24  0.38
H -2.30 1.82 2.63  0.37
H 2.58 2.20 0.72  0.45
H -1.54 -0.79 -3.21  0.41
H -3.58 -3.81 2.44  0.38
H -1.89 1.45 0.97  0.42
H 0.23 0.97 -5.66  0.39
H 0.27 0.82 4.25  0.42
H -2.92 -4.24 0.86  0.42
H -2.46 -2.10 3.49  0.37
H -1.28 1.52 4.22  0.38
H 0.26 4.42 0.59  0.37
H -1.07 -1.42 2.75  0.42
H -0.99 3.84 -0.34  0.40
H 1.77 0.45 -4.86  0.43

---

7.
Formula: C5H17N2O
Source: OMol25
Level of theory: the ωB97M-V functional and the def2-TZVPD basis

For the relative energy (zero: lowest compared OMol25 entry of this formula, charge and spin), the calculation gives 149.7 kJ/mol. For the LUMO energy, the calculation gives -2.751 eV. The net charge is +1. The spin multiplicity is 1. The HOMO-LUMO gap comes out at 10.568 eV.

Each line ends with the natural charge from an NBO analysis.
Element x y z (Å)
O -2.48 0.17 0.83  -0.95
N 0.12 1.03 0.39  -0.55
N -0.36 -1.80 0.09  -0.68
C 0.78 -1.09 -0.52  -0.27
C -0.30 2.50 0.30  -0.43
C -0.04 -2.51 1.36  -0.42
C 0.34 0.34 -0.90  -0.08
C 1.32 1.03 -1.84  -0.65
H 1.69 -1.13 0.10  0.20
H 1.05 -2.43 1.54  0.20
H 0.94 0.97 0.99  0.43
H 1.37 -1.54 -1.37  0.23
H -0.75 0.55 0.80  0.50
H -2.80 0.02 1.73  0.50
H -0.63 2.65 1.35  0.23
H -2.37 -0.69 0.40  0.51
H -1.05 2.69 -0.47  0.25
H -0.54 0.14 -1.61  0.25
H -0.57 -2.07 2.21  0.19
H 1.62 0.54 -2.76  0.26
H 0.97 2.05 -2.13  0.23
H -0.68 -2.44 -0.61  0.39
H -0.38 -3.53 1.24  0.22
H 2.27 1.30 -1.33  0.22
H 0.48 3.26 0.19  0.24

---

8.
Formula: C5H17N2O
Source: OMol25
Level of theory: the ωB97M-V functional and the def2-TZVPD basis

For the relative energy (zero: lowest compared OMol25 entry of this formula, charge and spin), the calculation gives 94.8 kJ/mol. For the LUMO energy, the calculation gives -2.697 eV. The net charge is +1. The spin multiplicity is 1. The HOMO-LUMO gap comes out at 11.550 eV.

Each line ends with the natural charge from an NBO analysis.
Element x y z (Å)
O 2.17 1.09 -1.64  -0.96
N -1.61 -1.85 -1.29  -0.86
N -0.09 -0.08 -0.19  -0.58
C -2.44 -0.68 -0.97  -0.23
C 1.78 -0.69 1.38  -0.62
C -1.48 0.41 -0.28  -0.25
C 0.62 1.63 1.38  -0.69
C 0.49 0.14 1.19  -0.03
H -1.88 0.52 0.73  0.22
H 2.38 -0.28 2.21  0.25
H -0.15 -1.03 -0.65  0.46
H -1.62 1.37 -0.81  0.24
H -1.93 -2.22 -2.18  0.40
H -2.87 -0.21 -1.82  0.22
H 2.58 1.50 -2.42  0.51
H 1.10 2.11 0.52  0.24
H 1.34 1.79 2.21  0.25
H -3.24 -1.01 -0.29  0.21
H 0.55 0.39 -0.85  0.46
H -0.18 -0.33 1.91  0.22
H 1.48 -1.64 1.79  0.23
H 2.35 -0.84 0.46  0.21
H -0.10 2.32 1.83  0.26
H -1.69 -2.56 -0.58  0.38
H 2.44 0.16 -1.65  0.48

---

9.
Formula: C5H17N2O
Source: OMol25
Level of theory: the ωB97M-V functional and the def2-TZVPD basis

For the relative energy (zero: lowest compared OMol25 entry of this formula, charge and spin), the calculation gives 118.3 kJ/mol. For the LUMO energy, the calculation gives -3.160 eV. The net charge is +1. The spin multiplicity is 1. The HOMO-LUMO gap comes out at 9.707 eV.

Each line ends with the natural charge from an NBO analysis.
Element x y z (Å)
O 2.13 0.16 2.31  -0.96
N 0.18 -0.07 0.00  -0.69
N 0.60 2.45 -1.07  -0.69
C -0.43 1.10 0.58  -0.27
C -0.73 2.13 -0.50  -0.25
C -1.36 -1.96 0.56  -0.65
C -0.66 -1.16 -0.52  -0.05
C 0.28 -2.07 -1.32  -0.63
H -1.39 -0.72 -1.20  0.19
H 0.59 -3.01 -0.90  0.23
H 0.09 1.71 1.34  0.23
H -0.80 -2.10 1.48  0.22
H 2.07 0.01 3.25  0.49
H -1.32 2.98 -0.09  0.25
H 0.54 2.80 -2.03  0.45
H -1.73 -2.89 0.12  0.23
H -1.35 1.72 -1.32  0.22
H -0.20 -2.33 -2.28  0.23
H 1.18 -1.59 -1.71  0.22
H -2.32 -1.56 0.93  0.22
H 0.86 -0.50 0.64  0.41
H 2.80 -0.47 2.02  0.48
H 1.10 1.52 -1.14  0.47
H -1.26 0.83 1.25  0.22
H 1.15 3.02 -0.42  0.44

---

10.
Formula: C5H17N2P2
Source: OMol25
Level of theory: the ωB97M-V functional and the def2-TZVPD basis

Its structure (SMILES) is C[C@@H](/C=[NH+]/P)[PH3]N(C)C. For the LUMO energy, the calculation gives -3.510 eV. The net charge is +1. The spin multiplicity is 1. The HOMO-LUMO gap comes out at 9.128 eV.

Each line ends with the natural charge from an NBO analysis.
Element x y z (Å)
P 3.51 -1.55 0.23  0.54
P -0.38 -0.19 0.24  1.07
N 2.53 -0.34 -0.66  -0.79
N -1.81 -0.93 0.14  -0.79
C 1.93 0.73 -0.07  0.15
C 0.81 1.43 -0.50  -0.45
C -2.15 -1.95 -0.83  -0.43
C 0.41 2.71 0.09  -0.65
C -3.00 -0.64 1.04  -0.41
H 4.50 -1.21 -0.76  0.00
H -3.02 -1.54 -1.37  0.22
H -0.54 2.97 -0.29  0.24
H 0.72 2.91 1.21  0.23
H 2.25 1.22 0.77  0.22
H -2.09 -3.03 -0.43  0.23
H 0.65 1.51 -1.57  0.25
H -0.96 0.90 0.96  -0.04
H -3.90 -0.56 0.47  0.22
H 1.98 -0.65 -1.46  0.42
H -1.42 -1.97 -1.66  0.21
H 0.73 -0.57 1.08  -0.04
H -2.89 0.36 1.54  0.22
H 3.99 -0.78 1.25  -0.02
H -2.98 -1.40 1.85  0.22
H 0.02 -0.86 -0.94  -0.07
H 1.12 3.43 -0.34  0.25

---

11.
Formula: C5H17N2Si
Source: OMol25
Level of theory: the ωB97M-V functional and the def2-TZVPD basis

For the relative energy (zero: lowest compared OMol25 entry of this formula, charge and spin), the calculation gives 292.6 kJ/mol. For the LUMO energy, the calculation gives -2.965 eV. The net charge is +1. The spin multiplicity is 1. The HOMO-LUMO gap comes out at 8.785 eV.

Each line ends with the natural charge from an NBO analysis.
Element x y z (Å)
Si 0.36 -1.45 -0.69  1.71
N -1.38 2.21 0.43  -0.83
N -0.29 0.73 1.92  -0.79
C 0.52 0.85 0.65  -0.35
C 1.41 -2.73 0.11  -1.21
C -1.50 -1.23 -0.36  -1.16
C 1.14 -0.60 -2.17  -1.14
C 0.05 2.12 0.04  -0.29
H 1.86 0.16 -1.86  0.27
H -0.58 -0.25 2.20  0.42
H -2.08 2.10 -0.35  0.40
H 1.48 0.92 0.94  0.18
H 1.59 -1.41 -2.70  0.25
H 0.54 2.93 0.72  0.17
H -1.28 1.25 1.51  0.45
H -1.51 3.12 0.79  0.40
H 0.95 -3.52 0.68  0.28
H -0.12 1.32 2.73  0.40
H 1.87 -3.32 -0.73  0.27
H 0.44 2.48 -0.95  0.25
H 2.00 -2.29 0.93  0.29
H 0.38 -0.03 -2.80  0.27
H -2.04 -1.55 -1.25  0.26
H -2.14 -1.59 0.50  0.27
H -1.68 -0.18 -0.31  0.23

---

12.
Formula: C5H17N3
Source: OMol25
Level of theory: the ωB97M-V functional and the def2-TZVPD basis

Its structure (SMILES) is CNN(C)C.CNC. For the relative energy (zero: lowest compared OMol25 entry of this formula, charge and spin), the calculation gives 147.7 kJ/mol. For the LUMO energy, the calculation gives 0.966 eV. The spin multiplicity is 1. The HOMO-LUMO gap comes out at 9.522 eV.

Each line ends with the natural charge from an NBO analysis.
Element x y z (Å)
N -0.07 1.52 -1.04  -0.29
N -0.40 0.18 -0.70  -0.49
N 0.81 -1.30 1.75  -0.62
C -0.42 -0.80 2.35  -0.42
C 0.43 2.22 0.13  -0.41
C 0.60 -2.54 1.03  -0.42
C 0.85 1.60 -2.16  -0.43
C -1.65 -0.24 -1.29  -0.41
H -1.21 -0.61 1.61  0.17
H -0.20 0.13 2.87  0.20
H 1.53 -2.82 0.53  0.20
H -0.78 -1.53 3.07  0.19
H 0.47 3.28 -0.10  0.20
H 1.15 -0.59 1.11  0.35
H 0.35 -0.46 -0.98  0.33
H 0.41 1.08 -3.01  0.20
H 0.99 2.65 -2.42  0.21
H -0.28 2.06 0.95  0.21
H 1.42 1.88 0.45  0.16
H 0.34 -3.32 1.76  0.19
H -2.43 0.44 -0.94  0.20
H -1.65 -0.23 -2.38  0.17
H -0.21 -2.49 0.28  0.15
H 1.83 1.16 -1.93  0.16
H -1.88 -1.25 -0.95  0.20

---

What are the electronic energy values for these records? In order: -11585.894 -11585.722 -29391.554 -13208.446 -43664.449 -48042.054 -10481.383 -10481.952 -10481.709 -27008.051 -16309.673 -9929.233 eV.